{"formula": "C26H24IrNO3PSTe", "method": "the ωB97M-V functional and the def2-TZVPD basis", "species": ["Ir", "O", "C", "O", "C", "C", "C", "C", "C", "C", "P", "C", "C", "C", "C", "C", "C", "C", "C", "C", "C", "C", "C", "H", "H", "H", "H", "H", "H", "H", "H", "H", "H", "H", "H", "H", "H", "O", "N", "C", "C", "C", "C", "C", "S", "H", "H", "H", "H", "C", "Te", "C", "H", "H", "H", "H", "H", "H"], "coordinates": [[0.041, 0.349, 0.165], [0.695, -2.276, 2.347], [1.455, -1.333, 2.037], [1.084, -0.104, 2.028], [2.849, -1.572, 1.641], [3.556, -2.654, 2.156], [4.901, -2.793, 1.894], [5.563, -1.809, 1.151], [4.860, -0.768, 0.585], [3.483, -0.643, 0.783], [2.504, 0.494, -0.248], [3.254, 2.115, 0.071], [3.455, 2.461, 1.407], [3.871, 3.734, 1.742], [4.087, 4.675, 0.747], [3.892, 4.338, -0.585], [3.456, 3.070, -0.924], [2.873, 0.141, -1.994], [1.799, -0.292, -2.775], [1.959, -0.553, -4.118], [3.212, -0.422, -4.703], [4.290, -0.014, -3.932], [4.129, 0.279, -2.591], [3.018, -3.361, 2.770], [5.450, -3.643, 2.271], [6.634, -1.869, 1.024], [5.384, -0.023, 0.003], [3.269, 1.719, 2.170], [4.008, 3.999, 2.780], [4.388, 5.678, 1.011], [4.066, 5.073, -1.360], [3.279, 2.817, -1.961], [0.824, -0.394, -2.306], [1.107, -0.851, -4.712], [3.343, -0.631, -5.755], [5.265, 0.082, -4.389], [4.972, 0.627, -2.013], [-1.458, -0.272, -1.405], [-2.325, 0.621, -1.879], [-3.179, 0.226, -2.876], [-4.067, 1.103, -3.426], [-4.141, 2.425, -2.956], [-3.294, 2.798, -1.913], [-2.386, 1.904, -1.384], [-1.323, 2.352, -0.086], [-3.073, -0.803, -3.179], [-4.713, 0.767, -4.221], [-4.828, 3.134, -3.387], [-3.318, 3.792, -1.500], [-3.592, -1.392, 0.594], [-1.556, -1.790, 1.259], [-1.865, -0.651, 3.047], [-3.699, -0.403, 0.161], [-4.277, -1.489, 1.429], [-3.857, -2.132, -0.156], [-2.581, -1.157, 3.688], [-2.219, 0.341, 2.780], [-0.906, -0.584, 3.544]], "atomic_forces_ev_per_a": [[0.362, -1.990, 0.794], [1.458, 0.668, 0.174], [-1.551, -1.318, 0.137], [-0.569, 1.398, -0.638], [1.011, 0.369, -0.531], [-0.319, 0.159, -0.039], [0.386, 0.405, -0.292], [0.009, -0.524, 0.366], [-0.388, 0.336, -0.020], [0.054, -0.890, 0.203], [-2.042, 0.742, -0.453], [-0.118, 0.039, 0.114], [0.059, -0.156, -0.190], [-0.010, 0.106, 0.047], [-0.009, 0.052, -0.047], [0.000, 0.160, 0.059], [0.027, -0.301, 0.027], [0.169, -0.291, -0.099], [-0.107, 0.200, 0.499], [0.246, -0.043, -0.367], [-0.207, -0.015, 0.115], [0.183, 0.016, -0.186], [-0.287, -0.043, 0.182], [-0.024, -0.063, 0.047], [0.045, -0.019, 0.110], [0.059, -0.040, -0.110], [0.044, -0.021, -0.079], [-0.027, -0.028, 0.166], [0.029, 0.022, 0.064], [0.084, 0.054, 0.006], [-0.025, 0.009, -0.006], [-0.018, 0.007, -0.042], [0.047, -0.014, -0.094], [-0.046, -0.071, -0.043], [0.035, -0.014, -0.066], [0.056, 0.036, -0.003], [0.083, 0.038, 0.014], [0.807, 0.696, -0.117], [-0.649, 0.827, -0.556], [0.803, 0.129, 0.697], [-0.354, 0.482, -0.094], [0.893, -0.289, 0.839], [-1.325, 0.104, -1.387], [1.438, -1.301, 1.030], [0.193, -0.032, -0.181], [0.071, -0.031, 0.023], [-0.009, -0.082, -0.026], [-0.095, 0.036, -0.029], [0.039, 0.102, 0.035], [0.350, 0.032, -0.052], [-0.936, 0.669, 0.031], [-0.019, -0.319, -0.025], [0.093, 0.167, 0.023], [-0.004, -0.056, 0.189], [0.040, -0.096, -0.082], [-0.092, -0.033, 0.000], [-0.019, 0.010, -0.107], [0.078, 0.008, -0.031]], "mulliken_spin": [0.75, -0.01, 0.00, -0.02, -0.03, 0.02, 0.00, 0.00, 0.00, 0.04, 0.14, 0.01, 0.00, 0.00, 0.00, 0.00, 0.00, -0.03, 0.02, 0.00, 0.00, 0.00, 0.00, 0.00, 0.00, 0.00, 0.00, 0.00, 0.00, 0.00, 0.00, 0.00, -0.02, 0.00, 0.00, 0.00, 0.00, 0.03, 0.00, -0.01, 0.01, -0.01, 0.00, -0.01, 0.14, 0.00, 0.00, 0.00, 0.00, 0.01, -0.05, 0.01, 0.00, 0.00, 0.00, 0.00, 0.00, 0.00], "homo_energy_ev": [-6.6238, -6.5575], "multiplicity": 2, "s2": 0.76}


{"formula": "C26H24N2O6", "method": "the ωB97M-V functional and the def2-TZVPD basis", "species": ["O", "C", "C", "N", "C", "C", "C", "C", "C", "C", "C", "C", "O", "C", "C", "C", "C", "C", "C", "O", "C", "C", "O", "N", "C", "C", "C", "C", "C", "C", "C", "O", "C", "O", "H", "H", "H", "H", "H", "H", "H", "H", "H", "H", "H", "H", "H", "H", "H", "H", "H", "H", "H", "H", "H", "H", "H", "H"], "coordinates": [[-3.236, -3.001, -0.791], [-2.542, -2.788, 0.180], [-1.052, -3.158, 0.236], [-0.229, -1.970, 0.086], [0.108, -1.523, -1.255], [1.595, -1.491, -1.509], [2.179, -0.399, -2.136], [3.545, -0.364, -2.356], [4.341, -1.421, -1.951], [3.764, -2.518, -1.335], [2.399, -2.555, -1.120], [0.082, -1.255, 1.188], [-0.379, -1.528, 2.289], [1.070, -0.152, 0.980], [0.694, 1.109, 0.533], [1.653, 2.085, 0.344], [2.994, 1.815, 0.580], [3.374, 0.544, 1.025], [2.404, -0.421, 1.247], [4.685, 0.208, 1.237], [5.590, 1.112, 0.644], [5.169, 2.549, 0.943], [3.908, 2.815, 0.370], [-2.965, -2.205, 1.316], [-4.262, -1.567, 1.390], [-4.278, -0.252, 0.644], [-5.320, 0.063, -0.212], [-5.347, 1.252, -0.937], [-4.280, 2.102, -0.783], [-3.224, 1.788, 0.072], [-3.201, 0.627, 0.802], [-2.288, 2.792, 0.024], [-2.804, 3.758, -0.865], [-4.040, 3.314, -1.377], [-0.824, -3.860, -0.567], [-0.823, -3.612, 1.204], [-0.315, -0.529, -1.432], [-0.371, -2.212, -1.956], [1.563, 0.432, -2.445], [3.985, 0.494, -2.842], [5.408, -1.394, -2.116], [4.381, -3.347, -1.020], [1.953, -3.411, -0.634], [-0.342, 1.344, 0.347], [1.380, 3.073, 0.010], [2.716, -1.388, 1.605], [6.572, 0.889, 1.064], [5.607, 0.958, -0.444], [5.865, 3.268, 0.507], [5.124, 2.693, 2.031], [-2.263, -1.972, 2.012], [-4.506, -1.413, 2.444], [-4.997, -2.243, 0.946], [-6.135, -0.634, -0.327], [-6.161, 1.492, -1.600], [-2.383, 0.404, 1.468], [-2.947, 4.712, -0.331], [-2.094, 3.911, -1.694]], "atomic_forces_ev_per_a": [[-0.217, 0.004, -0.318], [0.565, -0.351, 0.160], [-0.267, -0.092, 0.089], [-0.124, -0.293, 0.000], [0.115, 0.230, -0.322], [0.070, -0.018, -0.261], [-0.159, -0.147, -0.021], [0.100, 0.037, -0.057], [0.100, 0.061, -0.027], [-0.004, -0.110, 0.036], [-0.036, 0.025, -0.111], [0.106, 0.098, -0.103], [0.046, 0.006, 0.335], [0.168, 0.249, 0.314], [-0.013, -0.152, 0.079], [0.231, -0.017, 0.008], [-0.032, -0.011, 0.066], [-0.052, -0.019, -0.066], [0.037, 0.262, 0.043], [-0.330, -0.116, 0.185], [0.139, 0.523, -0.155], [0.434, -0.369, 0.173], [-0.390, -0.080, -0.161], [-0.198, 0.172, 0.548], [-0.080, -0.056, -0.187], [-0.183, -0.041, -0.117], [0.110, -0.109, 0.214], [0.195, 0.409, -0.098], [0.304, -0.295, 0.377], [-0.475, -0.005, -0.283], [0.047, 0.319, -0.149], [0.005, -0.414, 0.291], [0.524, 1.117, -0.314], [-0.355, -0.279, -0.090], [-0.079, 0.097, 0.059], [-0.002, 0.018, -0.132], [0.020, -0.146, -0.098], [-0.032, 0.102, 0.104], [-0.084, 0.109, 0.006], [0.046, 0.076, -0.034], [0.090, 0.009, -0.015], [0.054, -0.080, 0.028], [-0.047, -0.105, 0.095], [-0.124, 0.019, -0.061], [-0.027, 0.150, -0.031], [0.061, -0.145, 0.008], [-0.055, 0.061, -0.067], [0.030, -0.009, 0.100], [-0.015, -0.087, 0.069], [0.014, 0.024, -0.114], [-0.007, -0.134, -0.136], [0.003, -0.081, -0.075], [-0.002, 0.108, 0.134], [-0.074, -0.128, -0.026], [-0.115, 0.028, -0.106], [0.156, -0.050, 0.116], [-0.021, -0.261, -0.070], [-0.171, -0.111, 0.167]], "lowdin_charge": [0.08, -0.47, -0.05, -0.02, -0.08, -0.21, -0.04, -0.08, -0.09, -0.07, -0.04, -0.41, 0.06, -0.15, -0.02, 0.02, -0.20, -0.19, 0.06, -0.02, -0.15, -0.15, -0.02, 0.07, -0.12, -0.20, -0.03, 0.02, -0.20, -0.19, 0.06, 0.01, -0.16, 0.04, 0.13, 0.13, 0.13, 0.14, 0.12, 0.11, 0.10, 0.11, 0.12, 0.10, 0.12, 0.14, 0.13, 0.13, 0.13, 0.14, 0.11, 0.13, 0.12, 0.11, 0.12, 0.12, 0.14, 0.14], "homo_energy_ev": -8.1031, "smiles": "O=C(CN(Cc1ccccc1)C(=O)c1ccc2c(c1)OCCO2)NCc1ccc2c(c1)OCO2", "de_lowest_kj_mol": 130.6, "multiplicity": 1}